(1)
Below is C11H14ClN3O5S in the gas phase, with properties calculated with ωB97M-V/def2-TZVPD.

The geometry in XYZ format:
```
35
C11H14ClN3O5S, DFT ωB97M-V/def2-TZVPD
C -1.27925 -1.70020 -2.40525
H -1.23979 -0.60410 -2.42729
O -1.59917 -2.16714 -1.11505
C -2.89660 -1.79628 -0.69914
C -2.96666 -1.92981 0.82563
N -1.97277 -1.06708 1.41906
C -2.16434 0.25586 1.53054
O -3.23134 0.83718 1.51638
C -0.83398 1.00368 1.57996
O 0.24274 0.45791 1.73905
N -0.96897 2.32436 1.32429
N 0.08502 3.02800 0.76158
H 0.83866 3.18128 1.42219
S 0.65087 2.29449 -0.69219
O -0.46876 1.56244 -1.20895
O 1.20612 3.36211 -1.46214
C 1.97827 1.16788 -0.27553
C 3.16258 1.68905 0.20588
C 4.19726 0.83005 0.53297
C 4.02032 -0.53701 0.36362
C 2.83158 -1.05412 -0.13485
C 1.80177 -0.18926 -0.45734
H 0.86186 -0.55231 -0.83946
H 2.71636 -2.11862 -0.26341
Cl 5.30277 -1.60918 0.77228
H 5.13087 1.21097 0.91564
H 3.27148 2.75762 0.30621
H -1.89625 2.64858 1.06369
H -1.00787 -1.36589 1.34328
H -3.95127 -1.61671 1.17659
H -2.76458 -2.95804 1.12607
H -3.09465 -0.75095 -0.97416
H -3.65300 -2.43595 -1.17754
H -2.00914 -2.04936 -3.14438
H -0.30013 -2.10946 -2.64824
```

Computed properties:
**Structure (SMILES)**: COCCNC(=O)C(=O)NNS(=O)(=O)c1ccc(Cl)cc1
**Net charge**: 0
**Strongest force on any atom**: 0.0152 Eh/bohr
**HOMO energy**: -9.5 eV
**Orbital gap**: 9.8 eV



(2)
Below is 2 unconnected molecules or ions with the total composition C11H14N2 in a non-equilibrium geometry, with properties calculated with ωB97M-V/def2-TZVPD.

The geometry in XYZ format:
```
27
C11H14N2, DFT ωB97M-V/def2-TZVPD
C 0.49006 4.45941 -0.01372
C 1.58488 1.02025 1.17573
C 2.56717 0.53092 0.30097
C 0.82165 2.16302 0.96348
C 1.29050 3.15710 0.06697
C 3.02950 1.52626 -0.60887
C 2.39593 2.79959 -0.73853
H 1.19512 0.38398 1.99302
H 2.93079 -0.45586 0.41266
H 0.02624 2.36614 1.60446
H 3.70061 1.25538 -1.39190
H 1.04963 5.37529 0.27475
H -0.49685 4.51504 0.45230
H 2.63516 3.50210 -1.54689
H 0.25250 4.53421 -1.10186
C -2.20631 -5.01094 -0.42514
C -1.03224 -1.75498 0.79617
C -1.84031 -3.60538 -0.13963
C -2.64101 -2.44822 -0.64939
N -0.89011 -3.13518 0.76660
N -2.14690 -1.29424 -0.01105
H -0.18778 -1.10314 0.90412
H -2.34780 -0.31393 -0.33966
H -3.51755 -2.27461 -1.25748
H -2.94955 -5.14201 -1.12515
H -2.40344 -5.61523 0.43931
H -1.30990 -5.43496 -0.80126
```

Computed properties:
**Structure (SMILES)**: Cc1c[nH]cn1.Cc1ccccc1
**Energy above the lowest of the compared OMol25 structures with the same formula, charge and spin**: 47.55 kcal per mole
**Net charge**: 0
**Strongest force on any atom**: 0.1085 Eh/bohr
**HOMO energy**: -8.0 eV
**Orbital gap**: 8.7 eV



(3)
Below is C11H14N2 in the gas phase in a non-equilibrium geometry, with properties calculated with ωB97M-V/def2-TZVPD.

The geometry in XYZ format:
```
27
C11H14N2, DFT ωB97M-V/def2-TZVPD
C -3.58298 -0.60284 -0.20939
C -3.32360 0.80185 0.01344
C -2.52470 -1.42048 -0.36238
C -2.02946 1.26812 0.14305
C -1.22027 -0.97836 -0.28285
C -0.90085 0.38756 -0.10559
C -0.25263 -2.03707 -0.08860
C 1.75282 -0.71435 0.04082
C 2.45087 -0.25133 1.26836
C 2.41967 -0.51526 -1.25825
C 0.86143 2.16696 0.15999
N 0.99002 -1.77024 0.19731
N 0.35337 0.77910 -0.02372
H -4.55733 -1.00212 -0.05163
H -4.18697 1.45493 0.18872
H -2.75925 -2.40276 -0.59516
H -1.81915 2.30782 0.45602
H -0.59620 -3.07263 -0.06076
H 3.10993 0.57742 1.11047
H 3.16342 -0.89812 1.82133
H 1.81593 0.06268 1.99466
H 2.72449 0.57673 -1.51740
H 1.88838 -1.00871 -2.08905
H 3.38508 -1.03272 -1.35173
H 0.64786 2.46481 1.20188
H 1.86849 2.17811 0.03783
H 0.32163 2.68089 -0.63735
```

Computed properties:
**Structure (SMILES)**: C/N=C1\C=CC=C\C1=C\N=C(C)C
**Energy above the lowest of the compared OMol25 structures with the same formula, charge and spin**: 68.07 kcal per mole
**Net charge**: 0
**Strongest force on any atom**: 0.0978 Eh/bohr
**HOMO energy (alpha / beta)**: -6.9 / -6.9 eV
**Orbital gap (alpha / beta)**: 7.6 / 7.6 eV



(4)
Below is 2 unconnected molecules or ions with the total composition C11H14N2O in a non-equilibrium geometry, with properties calculated with ωB97M-V/def2-TZVPD.

The geometry in XYZ format:
```
28
C11H14N2O, DFT ωB97M-V/def2-TZVPD
C 1.12444 2.20917 1.28134
C -0.82543 0.84596 0.15757
C 0.41975 1.40844 0.16156
C 0.10653 0.16447 -1.80210
C 1.06226 1.00962 -1.09353
C 0.30850 -0.50839 -3.03008
C 2.26080 1.43614 -1.77552
C 1.48556 -0.09968 -3.63081
C 2.29790 0.93533 -3.03020
N -0.95697 0.07546 -0.96576
H -1.56759 0.94296 0.80576
H -1.83615 -0.34235 -1.18550
H 2.09336 1.81435 1.74166
H 0.40533 2.47467 2.02536
H -0.41186 -1.21964 -3.35378
H 2.97784 2.05936 -1.32504
H 1.85225 -0.63492 -4.53186
H 2.95503 1.45437 -3.70794
H 1.25038 3.27770 0.92068
C -0.57281 -2.04941 2.37195
C -1.84826 -1.36627 2.84969
O -2.01854 -0.29684 3.47535
N -2.88972 -2.14403 2.52200
H -0.82035 -2.10353 1.31041
H -0.58860 -3.13233 2.65833
H -3.77623 -1.82721 2.84262
H -2.84849 -2.88832 1.90167
H 0.36107 -1.49507 2.40618
```

Computed properties:
**Structure (SMILES)**: Cc1c[nH]c2ccccc12.CC(N)=O
**Energy above the lowest of the compared OMol25 structures with the same formula, charge and spin**: 43.60 kcal per mole
**Net charge**: 0
**Strongest force on any atom**: 0.0885 Eh/bohr
**HOMO energy**: -7.9 eV
**Orbital gap**: 8.4 eV



Copy entry 2 word for word.
Below is 2 unconnected molecules or ions with the total composition C11H14N2 in a non-equilibrium geometry, with properties calculated with ωB97M-V/def2-TZVPD.

The geometry in XYZ format:
```
27
C11H14N2, DFT ωB97M-V/def2-TZVPD
C 0.49006 4.45941 -0.01372
C 1.58488 1.02025 1.17573
C 2.56717 0.53092 0.30097
C 0.82165 2.16302 0.96348
C 1.29050 3.15710 0.06697
C 3.02950 1.52626 -0.60887
C 2.39593 2.79959 -0.73853
H 1.19512 0.38398 1.99302
H 2.93079 -0.45586 0.41266
H 0.02624 2.36614 1.60446
H 3.70061 1.25538 -1.39190
H 1.04963 5.37529 0.27475
H -0.49685 4.51504 0.45230
H 2.63516 3.50210 -1.54689
H 0.25250 4.53421 -1.10186
C -2.20631 -5.01094 -0.42514
C -1.03224 -1.75498 0.79617
C -1.84031 -3.60538 -0.13963
C -2.64101 -2.44822 -0.64939
N -0.89011 -3.13518 0.76660
N -2.14690 -1.29424 -0.01105
H -0.18778 -1.10314 0.90412
H -2.34780 -0.31393 -0.33966
H -3.51755 -2.27461 -1.25748
H -2.94955 -5.14201 -1.12515
H -2.40344 -5.61523 0.43931
H -1.30990 -5.43496 -0.80126
```

Computed properties:
**Structure (SMILES)**: Cc1c[nH]cn1.Cc1ccccc1
**Energy above the lowest of the compared OMol25 structures with the same formula, charge and spin**: 47.55 kcal per mole
**Net charge**: 0
**Strongest force on any atom**: 0.1085 Eh/bohr
**HOMO energy**: -8.0 eV
**Orbital gap**: 8.7 eV



Copy entry 1 word for word.
Below is C11H14ClN3O5S in the gas phase, with properties calculated with ωB97M-V/def2-TZVPD.

The geometry in XYZ format:
```
35
C11H14ClN3O5S, DFT ωB97M-V/def2-TZVPD
C -1.27925 -1.70020 -2.40525
H -1.23979 -0.60410 -2.42729
O -1.59917 -2.16714 -1.11505
C -2.89660 -1.79628 -0.69914
C -2.96666 -1.92981 0.82563
N -1.97277 -1.06708 1.41906
C -2.16434 0.25586 1.53054
O -3.23134 0.83718 1.51638
C -0.83398 1.00368 1.57996
O 0.24274 0.45791 1.73905
N -0.96897 2.32436 1.32429
N 0.08502 3.02800 0.76158
H 0.83866 3.18128 1.42219
S 0.65087 2.29449 -0.69219
O -0.46876 1.56244 -1.20895
O 1.20612 3.36211 -1.46214
C 1.97827 1.16788 -0.27553
C 3.16258 1.68905 0.20588
C 4.19726 0.83005 0.53297
C 4.02032 -0.53701 0.36362
C 2.83158 -1.05412 -0.13485
C 1.80177 -0.18926 -0.45734
H 0.86186 -0.55231 -0.83946
H 2.71636 -2.11862 -0.26341
Cl 5.30277 -1.60918 0.77228
H 5.13087 1.21097 0.91564
H 3.27148 2.75762 0.30621
H -1.89625 2.64858 1.06369
H -1.00787 -1.36589 1.34328
H -3.95127 -1.61671 1.17659
H -2.76458 -2.95804 1.12607
H -3.09465 -0.75095 -0.97416
H -3.65300 -2.43595 -1.17754
H -2.00914 -2.04936 -3.14438
H -0.30013 -2.10946 -2.64824
```

Computed properties:
**Structure (SMILES)**: COCCNC(=O)C(=O)NNS(=O)(=O)c1ccc(Cl)cc1
**Net charge**: 0
**Strongest force on any atom**: 0.0152 Eh/bohr
**HOMO energy**: -9.5 eV
**Orbital gap**: 9.8 eV